1.
{"formula": "C30H73BrN6O5P", "method": "ωB97M-V/def2-TZVPD", "lumo_energy_ev": -3.1, "charge": 1, "gap_ha": 0.2701, "mol_weight_da": 708.829, "symbols": ["C", "C", "C", "C", "C", "C", "N", "C", "Br", "P", "C", "C", "C", "H", "H", "H", "H", "H", "H", "H", "H", "H", "H", "H", "H", "H", "H", "H", "H", "H", "H", "C", "C", "C", "O", "C", "N", "H", "H", "H", "H", "H", "H", "H", "H", "H", "H", "H", "C", "C", "C", "O", "C", "N", "H", "H", "H", "H", "H", "H", "H", "H", "H", "H", "H", "C", "C", "C", "O", "C", "N", "H", "H", "H", "H", "H", "H", "H", "H", "H", "H", "H", "C", "C", "C", "O", "C", "N", "H", "H", "H", "H", "H", "H", "H", "H", "H", "H", "H", "C", "C", "C", "O", "C", "N", "H", "H", "H", "H", "H", "H", "H", "H", "H", "H", "H"], "positions_angstrom": [[7.081858, -1.336317, 0.754332], [6.404252, -0.152953, 0.330732], [5.831450, 1.014484, -0.710685], [4.343192, 0.687190, -1.314781], [3.983496, 2.106317, -2.116653], [4.560770, 1.859265, -3.637594], [4.437948, 0.324753, -3.746581], [4.146693, -0.468932, -2.460209], [5.554134, -1.927612, -2.622935], [2.537873, -1.549335, -2.424854], [2.321915, -2.329081, -0.652662], [0.973267, -0.493061, -2.719424], [0.720874, 0.696744, -1.619839], [7.507073, -2.407871, 1.062108], [5.718030, 1.994901, -0.040815], [6.587120, 1.292396, -1.559754], [3.688227, 0.548939, -0.327902], [4.477499, 3.036329, -1.588288], [2.857081, 2.438082, -2.172226], [5.659196, 2.288782, -3.672421], [3.897957, 2.220276, -4.533866], [3.991693, 0.007083, -4.635646], [5.464489, 0.076733, -3.880522], [1.963179, -1.552182, 0.145673], [3.335335, -2.858676, -0.390770], [1.520900, -3.200618, -0.807217], [0.039189, -1.229847, -2.634193], [0.923984, -0.065214, -3.828135], [1.595824, 0.861988, -0.859651], [-0.275695, 0.555145, -0.978269], [0.622548, 1.708812, -2.244436], [-1.669874, 6.024600, 1.655891], [-2.159804, 5.470789, 0.320343], [-2.158136, 3.926203, 0.255020], [-0.863631, 3.345917, 0.069205], [-0.100528, 3.224448, 1.259680], [-1.357822, 6.057945, -0.763139], [-0.582814, 5.970643, 1.762899], [-1.944707, 7.082869, 1.753034], [-2.123782, 5.487074, 2.494995], [-3.198022, 5.801890, 0.196565], [-2.742897, 3.626281, -0.623065], [-2.660692, 3.484429, 1.124366], [-0.723793, 3.003995, 2.130960], [0.480872, 4.133540, 1.424132], [0.608714, 2.402539, 1.125074], [-1.750581, 5.761252, -1.657334], [-0.439327, 5.604825, -0.741259], [-2.290775, -0.246736, -5.698150], [-2.610591, 0.755163, -4.591649], [-3.739968, 1.743765, -4.962041], [-3.338723, 2.789900, -5.851764], [-3.314900, 2.416581, -7.220843], [-1.376885, 1.461070, -4.215450], [-1.707640, 0.193647, -6.511831], [-1.696908, -1.078815, -5.298315], [-3.207202, -0.669293, -6.123202], [-2.953246, 0.177732, -3.724466], [-4.060561, 2.247784, -4.042194], [-4.623195, 1.221359, -5.349974], [-4.106659, 1.704459, -7.470218], [-2.336176, 2.007799, -7.478750], [-3.460561, 3.319628, -7.820816], [-1.574839, 2.058093, -3.411552], [-1.167547, 2.127549, -4.964724], [-0.585129, -5.029385, 4.597133], [-0.506428, -5.842630, 3.307612], [0.916645, -5.911456, 2.707494], [1.329027, -4.719906, 2.031364], [1.818012, -3.700069, 2.888766], [-1.474102, -5.301399, 2.341933], [-0.552941, -3.950740, 4.419506], [-1.527924, -5.235392, 5.120201], [0.233254, -5.289216, 5.276692], [-0.806383, -6.868015, 3.555522], [0.921721, -6.698780, 1.943932], [1.658404, -6.207899, 3.459428], [2.359434, -4.105345, 3.748302], [0.994521, -3.064306, 3.219201], [2.504311, -3.072955, 2.312225], [-1.487467, -5.906091, 1.519716], [-1.089265, -4.420817, 1.987100], [-4.566481, 5.942733, -4.474418], [-5.908896, 5.556650, -3.858555], [-6.551048, 6.686217, -3.020859], [-5.962958, 6.868967, -1.729443], [-4.774615, 7.644948, -1.732188], [-5.736059, 4.329295, -3.067614], [-3.749979, 5.936542, -3.746856], [-4.291326, 5.231668, -5.264088], [-4.613521, 6.938248, -4.928070], [-6.591673, 5.336611, -4.688161], [-7.595855, 6.411685, -2.831270], [-6.577695, 7.633719, -3.573144], [-4.799504, 8.438669, -2.484236], [-3.908007, 6.999020, -1.884785], [-4.668994, 8.106312, -0.745950], [-6.651989, 4.021487, -2.738677], [-5.245710, 4.589167, -2.206536], [3.248531, -7.953344, 9.570695], [3.734064, -8.027241, 8.125281], [3.241871, -6.853064, 7.248315], [1.874787, -6.956218, 6.839118], [0.938003, -6.525743, 7.814535], [3.344841, -9.326082, 7.556618], [2.200067, -8.244591, 9.680058], [3.832972, -8.633367, 10.203862], [3.367120, -6.942377, 9.974360], [4.829427, -7.978769, 8.151332], [3.826977, -6.858091, 6.320653], [3.432189, -5.884181, 7.726368], [1.312411, -5.685888, 8.406694], [0.664667, -7.360398, 8.462730], [0.030696, -6.204812, 7.294463], [3.754351, -9.410408, 6.625455], [2.337493, -9.288405, 7.374243]], "forces_ev_per_angstrom": [[-4.9416, 7.6949, -3.4354], [4.8107, -8.3069, 1.0177], [0.4829, -0.2759, 1.6225], [0.4370, 1.5321, 0.8099], [-0.5933, 0.7289, -0.2943], [-1.4190, 1.1767, 1.1008], [3.0716, -0.1382, -0.9301], [0.0743, 1.1752, 1.9681], [-0.6597, 0.9095, 0.6114], [-1.3131, -0.9997, -0.6238], [0.0893, -0.1549, -0.0718], [-1.1463, 0.7888, 0.6455], [-0.5328, 1.1674, -0.3177], [-1.2377, 3.1728, -0.5171], [0.1640, -2.2214, -1.5053], [-1.1283, -0.9126, 1.7081], [1.1106, -0.0315, -2.6060], [-0.6347, -2.0666, -1.1735], [2.0550, -1.2764, 0.1655], [-2.1858, -1.4849, -0.3579], [1.3998, -0.0682, 2.0583], [-0.1110, 0.0928, 1.0725], [-1.4891, -0.1219, -0.2070], [0.7759, -1.6386, -1.3753], [-1.9705, 1.1814, -0.2770], [1.6850, 2.0883, 0.3230], [2.2737, 1.2685, -0.3219], [0.2108, -0.9235, 2.4321], [-1.6001, -0.5471, -1.4551], [2.2367, 0.3067, -1.5875], [0.0027, -2.1385, 1.6064], [-0.1239, 0.2648, 0.2259], [0.4081, -0.1690, 0.1257], [-0.1213, 0.1309, -0.3215], [-0.3837, -0.0312, 0.2909], [0.2115, 0.0064, -0.3171], [-0.0171, -0.4082, -0.1691], [-0.1202, -0.0525, -0.0870], [0.0776, -0.2509, -0.0902], [0.0590, 0.0454, -0.0826], [0.0653, -0.1400, -0.0819], [0.1665, 0.0021, 0.0130], [0.1419, 0.0580, 0.0898], [-0.0081, 0.0933, -0.0307], [-0.0305, -0.0010, 0.2611], [-0.1267, -0.0041, -0.0582], [0.0136, 0.1722, 0.0966], [-0.2386, 0.2380, 0.0618], [0.0951, -0.3550, 0.0150], [-0.0493, 0.1465, -0.5293], [0.1295, 0.2744, 0.3949], [-0.2735, -0.5489, 0.1411], [0.1758, 0.3799, 0.0189], [0.0172, 0.3347, 0.0484], [-0.1149, 0.0496, 0.1103], [-0.0947, 0.1715, -0.0508], [0.1213, 0.0648, 0.0349], [-0.0303, 0.1725, -0.0148], [0.0383, 0.0913, -0.2006], [0.1155, -0.0472, -0.1231], [0.0627, -0.0460, 0.0602], [-0.0718, -0.1802, -0.1785], [-0.0346, -0.0650, 0.1507], [0.0377, -0.1419, -0.0612], [-0.1086, -0.2191, 0.1539], [-0.1224, -0.0484, 0.3537], [0.1780, 0.4166, -0.0423], [-0.1997, -0.2409, -0.1994], [0.1530, -0.2325, 0.3411], [-0.1151, 0.1033, -0.3556], [0.3126, -0.0529, -0.3091], [0.0137, -0.1280, -0.0798], [0.1673, 0.0465, -0.1946], [-0.0365, 0.0276, -0.1306], [0.1054, 0.0642, -0.1417], [-0.0100, 0.1955, -0.0106], [-0.0475, 0.1646, 0.0910], [-0.1033, -0.0220, 0.0195], [0.0826, 0.0399, 0.2486], [-0.0129, -0.1364, -0.0097], [-0.1380, 0.0480, 0.1827], [-0.1786, -0.2150, 0.1962], [0.1323, -0.0768, -0.4276], [0.3139, 0.2366, 0.2843], [-0.2103, -0.2804, 0.1807], [-0.1336, 0.1735, -0.5799], [-0.0462, -0.1771, 0.3767], [-0.1975, 0.0611, 0.2845], [-0.1463, 0.0199, 0.0183], [-0.0713, 0.0716, 0.2438], [0.0123, -0.0697, 0.0984], [-0.0354, 0.0262, 0.1640], [0.1570, 0.0023, 0.1058], [0.1808, -0.0089, 0.0066], [0.0144, -0.0878, -0.0494], [0.1556, 0.1890, -0.1492], [-0.1105, -0.0561, -0.1016], [0.1625, -0.0345, -0.1230], [-0.1039, -0.0412, -0.2767], [0.1529, -0.0507, 0.3339], [-0.4617, 0.0013, 0.0145], [0.0918, -0.2340, -0.2476], [0.4439, 0.3640, 0.2033], [-0.2643, -0.2432, -0.2167], [-0.0837, 0.2774, -0.3537], [0.1220, 0.0475, -0.1130], [-0.1375, 0.1174, -0.2101], [-0.0335, -0.0872, -0.0401], [-0.0973, 0.0354, -0.1383], [-0.1584, -0.0674, 0.0273], [-0.1270, -0.0281, 0.1344], [0.0674, -0.0726, 0.0294], [-0.0087, 0.1528, 0.1967], [0.1606, -0.0331, 0.0074], [0.0164, -0.0936, 0.2132], [0.2889, -0.0768, 0.1627]]}



2.
{"formula": "C24H46O13S5", "method": "ωB97M-V/def2-TZVPD", "smiles": "C[C@H]1COC(=O)O1.O=S1(=O)CCCC1.O=S1(=O)CCCC1.O=S1(=O)CCCC1.O=S1(=O)CCCC1.O=S1(=O)CCCC1", "lumo_energy_ev": -0.4, "gap_ha": 0.3466, "mol_weight_da": 702.954, "symbols": ["C", "C", "C", "O", "C", "O", "O", "H", "H", "H", "H", "H", "H", "O", "S", "O", "C", "C", "C", "C", "H", "H", "H", "H", "H", "H", "H", "H", "O", "S", "O", "C", "C", "C", "C", "H", "H", "H", "H", "H", "H", "H", "H", "O", "S", "O", "C", "C", "C", "C", "H", "H", "H", "H", "H", "H", "H", "H", "O", "S", "O", "C", "C", "C", "C", "H", "H", "H", "H", "H", "H", "H", "H", "O", "S", "O", "C", "C", "C", "C", "H", "H", "H", "H", "H", "H", "H", "H"], "positions_angstrom": [[7.903000, 38.371000, -0.071000], [7.721000, 39.361000, 1.109000], [6.493000, 39.246000, 1.954000], [6.945000, 38.331000, 2.956000], [8.197000, 38.395000, 3.057000], [8.874000, 37.978000, 4.044000], [8.718000, 39.029000, 2.120000], [7.339000, 38.837000, -0.960000], [7.451000, 37.372000, 0.170000], [8.756000, 38.282000, -0.351000], [7.889000, 40.315000, 0.719000], [5.826000, 38.812000, 1.420000], [6.170000, 40.228000, 2.383000], [2.473000, 36.494000, 4.865000], [3.694000, 36.001000, 5.518000], [4.144000, 36.612000, 6.761000], [3.447000, 34.309000, 5.872000], [3.919000, 33.640000, 4.625000], [5.322000, 34.267000, 4.368000], [5.093000, 35.853000, 4.471000], [2.336000, 34.065000, 6.102000], [4.137000, 34.318000, 6.527000], [3.965000, 32.551000, 4.581000], [3.265000, 33.708000, 3.809000], [5.683000, 33.959000, 3.518000], [5.911000, 34.052000, 5.181000], [4.762000, 36.358000, 3.444000], [5.907000, 36.389000, 4.614000], [14.063000, 37.942000, 8.940000], [12.886000, 38.014000, 8.112000], [11.572000, 37.554000, 8.569000], [12.356000, 39.584000, 7.499000], [12.482000, 39.443000, 5.962000], [12.253000, 37.979000, 5.751000], [13.185000, 37.148000, 6.647000], [13.160000, 39.915000, 7.973000], [11.478000, 40.081000, 7.896000], [11.808000, 40.031000, 5.329000], [13.450000, 39.889000, 5.697000], [12.476000, 37.718000, 4.673000], [11.224000, 37.765000, 5.694000], [14.188000, 37.310000, 6.204000], [12.960000, 36.118000, 6.694000], [6.211000, 40.522000, 7.755000], [7.540000, 39.987000, 8.107000], [8.777000, 40.663000, 8.113000], [7.225000, 39.138000, 9.733000], [6.954000, 37.594000, 9.343000], [7.850000, 37.407000, 8.075000], [7.576000, 38.545000, 7.036000], [6.337000, 39.602000, 10.196000], [8.169000, 38.946000, 10.329000], [7.152000, 36.954000, 10.040000], [5.842000, 37.450000, 9.027000], [7.474000, 36.409000, 7.664000], [9.095000, 37.431000, 8.428000], [6.764000, 38.529000, 6.517000], [8.291000, 38.432000, 6.387000], [9.435000, 32.171000, 6.372000], [9.274000, 32.548000, 4.998000], [8.185000, 31.924000, 4.242000], [9.033000, 34.218000, 4.988000], [10.415000, 34.915000, 4.841000], [11.078000, 34.065000, 3.722000], [10.813000, 32.583000, 4.171000], [8.364000, 34.508000, 5.821000], [8.324000, 34.428000, 4.228000], [10.215000, 35.972000, 4.442000], [10.889000, 34.830000, 5.793000], [11.958000, 34.302000, 3.573000], [10.533000, 34.248000, 2.789000], [11.510000, 32.332000, 4.858000], [10.719000, 31.790000, 3.344000], [8.623000, 31.133000, -2.854000], [8.005000, 32.453000, -2.843000], [6.560000, 32.555000, -3.086000], [8.445000, 33.344000, -1.271000], [8.571000, 34.863000, -1.768000], [9.293000, 34.785000, -3.063000], [8.854000, 33.599000, -3.909000], [9.401000, 33.053000, -0.849000], [7.530000, 33.231000, -0.567000], [7.619000, 35.122000, -1.899000], [9.141000, 35.303000, -0.963000], [10.386000, 34.751000, -2.880000], [9.285000, 35.736000, -3.600000], [9.622000, 32.891000, -4.396000], [8.080000, 33.892000, -4.767000]], "forces_ev_per_angstrom": [[-12.2937, 1.4476, 2.6902], [1.3455, -1.9248, -0.4412], [3.6371, 2.9902, 2.6468], [-4.8158, -0.6061, 0.5457], [4.3751, -2.1878, 6.7124], [-2.1327, 0.4979, -2.8081], [2.7393, 2.7845, -4.1042], [0.5144, -0.9052, 1.2362], [0.3918, 0.8389, -0.2843], [10.5952, -0.9934, -2.9443], [0.5056, 1.6681, -0.0832], [-5.0586, -2.6942, -3.0400], [0.2232, -1.0139, -0.0891], [1.8701, -0.1448, 0.1731], [-2.4127, 2.2240, 1.1684], [-0.1783, 0.0773, -0.5938], [-6.2735, -0.5485, -4.8847], [1.8799, -1.1569, -0.2031], [-4.6736, 3.3936, 2.7766], [-3.9612, -2.6741, -5.0931], [2.1896, 0.7420, 0.2231], [4.3073, -1.5601, 5.7235], [0.4940, -0.2172, 1.1361], [-1.1067, 1.3014, -1.3003], [2.3511, -1.4320, -4.5958], [1.7005, -0.9363, 1.7196], [0.2255, -1.5289, 1.7790], [3.7352, 2.4359, 2.0061], [-0.3607, 0.8196, -0.0095], [-3.3344, -2.3799, 1.8917], [0.9100, -1.0960, 0.8153], [-0.7414, -0.3641, -2.1913], [0.2765, 1.3325, 0.7390], [1.5910, -1.1514, -4.0479], [0.1501, 2.0438, -2.3635], [3.6658, 4.0810, 1.1867], [-0.3919, -0.9556, 0.2500], [-0.3936, -0.0710, 0.7137], [0.2103, -0.9005, -0.2211], [0.2640, 0.2630, 0.8205], [-1.4326, -0.4157, 1.1393], [-0.2686, -0.1598, 0.7968], [-0.3566, -1.0277, 0.4800], [1.8309, 0.7850, 0.5737], [-4.2127, -2.4258, -0.1227], [1.5860, 1.6151, 0.0031], [0.7306, -2.5286, -0.2015], [-2.7300, 5.6244, -6.0195], [0.8710, -1.3878, 0.8010], [2.3571, -0.8467, 7.4465], [0.9031, 0.0415, 0.0037], [-1.0323, 1.4690, -0.4016], [1.4014, -3.5355, 4.3790], [1.8314, 0.2926, 0.4431], [1.3246, 1.0733, 0.1991], [-3.6961, -0.3004, -1.2975], [-5.6289, -0.3753, -2.4352], [4.5598, 0.4662, -3.4774], [0.6147, -0.7148, 0.4313], [-2.4418, -1.2353, 0.3451], [1.3792, 0.2397, 0.2074], [-0.8356, 2.8944, 0.8864], [-2.1899, 0.6123, -2.0528], [-9.4822, -2.6374, 1.7969], [-1.0067, -0.0853, -4.1249], [1.0194, -0.2565, 0.3813], [-0.0609, 0.3302, -1.6527], [0.6078, -1.3243, 1.1116], [0.7305, 0.3893, 0.5447], [8.8661, 1.7923, -1.2410], [-0.0435, 0.0255, 0.1254], [2.2867, -1.1803, 2.1544], [0.4900, 1.2863, 1.1062], [-0.3429, 1.1527, -0.1783], [-1.0094, -0.7951, 1.3087], [1.6263, 0.1324, 0.4701], [-2.1091, 1.0579, -0.2934], [2.6281, -4.1266, 1.5988], [2.5851, 0.7874, -1.0703], [-0.8852, -0.7611, -3.0148], [-0.1410, -0.6273, -0.0337], [1.8055, -0.0667, -1.0366], [-3.7574, 1.9838, -0.2035], [-0.2269, 0.9416, -0.0908], [-0.4043, -0.5869, 0.1592], [-0.6696, -0.1029, -0.2757], [-0.7022, 1.6565, 0.7412], [1.6116, -0.6442, 1.9350]]}